The following is a quantum chemistry calculation of a cluster of 3 separate species, C14H31Cl4N2O2 in total, from the Open Molecules 2025 dataset.

Structure (XYZ):
```
53
Properties=species:S:1:pos:R:3:forces:R:3:lowdin_charge:R:1
C 4.95868 -0.76228 1.97428 -0.023 -0.017 0.031 -0.07
C 4.16696 0.26008 1.16744 -0.010 0.084 -0.064 -0.29
O 3.63098 -0.37550 0.02647 0.079 -0.021 0.030 -0.16
C 3.00493 0.54164 -0.85805 0.017 0.037 0.011 -0.18
C 1.75894 1.20424 -0.27252 0.034 0.151 -0.052 -0.26
O 0.81371 1.32467 -1.29404 -0.014 -0.164 -0.084 -0.17
C -0.46146 1.85063 -0.84289 -0.021 0.137 0.070 -0.26
C -1.61592 0.88820 -0.88973 0.173 -0.112 -0.191 -0.34
C -1.28488 -0.43095 -0.22965 -0.015 0.100 0.143 -0.23
C -1.92714 -1.70981 -0.81804 -0.045 -0.086 0.112 -0.30
N -2.73474 -2.45388 0.17550 0.049 0.113 0.011 -0.03
C -2.77680 1.59214 -0.23627 -0.095 0.043 -0.179 -0.27
C -4.11566 0.86811 -0.34643 0.032 0.006 -0.064 -0.30
N -5.08473 1.33845 0.66488 -0.113 0.071 -0.050 -0.03
H 6.03405 -0.59918 1.90412 0.004 -0.018 -0.033 0.06
H 4.74132 -1.75599 1.58378 -0.024 -0.004 0.016 0.08
H 4.67949 -0.74825 3.02775 0.024 0.021 0.009 0.07
H 3.36040 0.69548 1.76942 -0.018 -0.039 0.019 0.10
H 4.80880 1.09307 0.84077 0.002 -0.005 0.050 0.12
H 2.70310 -0.02540 -1.73644 -0.019 -0.040 0.023 0.13
H 3.74888 1.29224 -1.16292 -0.067 0.014 -0.067 0.12
H 1.99867 2.19954 0.14123 0.018 -0.043 0.063 0.11
H 1.38986 0.59295 0.56181 -0.039 -0.059 -0.017 0.10
H -0.26640 2.27076 0.17964 -0.033 -0.108 0.006 0.07
H -0.66908 2.71814 -1.48314 -0.066 0.032 0.101 0.10
H -1.53983 -0.43316 0.86581 0.027 0.078 -0.019 0.10
H -0.20237 -0.57398 -0.27694 -0.002 -0.042 0.010 0.08
H -2.56376 -1.41919 -1.65505 -0.004 -0.016 0.011 0.08
H -1.13567 -2.36405 -1.20894 0.030 0.104 -0.096 0.06
H -2.26426 -2.39956 1.07196 0.000 -0.018 0.004 0.04
H -2.77254 -3.43548 -0.07190 -0.032 -0.008 -0.029 0.01
H -2.59103 1.77590 0.86079 0.004 -0.130 -0.026 0.10
H -2.90412 2.59479 -0.67061 0.029 0.012 0.108 0.10
H -4.55497 1.06509 -1.32839 0.081 -0.003 -0.026 0.10
H -3.95240 -0.21014 -0.28522 -0.027 -0.036 0.078 0.07
H -4.83995 0.95228 1.56945 0.071 0.035 0.013 0.04
H -6.00340 0.97323 0.44172 -0.007 -0.051 0.045 0.04
Cl -1.46764 -5.08871 -2.09638 -0.005 -0.176 -0.030 0.56
C -0.62713 -4.21565 -3.40236 -0.008 0.153 0.061 -0.66
C -0.25972 -5.11572 -4.55168 -0.029 0.002 -0.016 -0.66
Cl 1.00554 -6.30392 -4.12126 0.001 -0.003 0.002 0.51
H 0.24561 -3.73932 -2.96357 0.007 -0.015 -0.007 0.07
H -1.30732 -3.43979 -3.75019 0.005 0.012 0.016 0.08
H 0.13787 -4.51394 -5.36662 0.006 -0.001 0.004 0.07
H -1.12060 -5.67894 -4.90198 0.003 -0.002 0.000 0.06
Cl -0.30214 4.58779 2.08540 -0.007 0.030 0.035 0.56
C 0.58971 4.36309 3.60654 0.042 0.000 0.002 -0.68
C 1.53735 3.18899 3.54118 0.004 -0.004 -0.008 -0.67
Cl 0.67693 1.63204 3.48009 0.002 -0.009 -0.009 0.55
H -0.13807 4.23102 4.40356 -0.008 -0.004 -0.008 0.06
H 1.16193 5.27245 3.78736 -0.008 0.003 0.002 0.07
H 2.16193 3.17664 4.43359 0.006 0.010 -0.006 0.07
H 2.16813 3.24915 2.65667 -0.009 -0.014 -0.006 0.06
```
Positions in Å, forces in eV/Å.

## Properties
- spin multiplicity = 1
- total charge = -1

The following is a quantum chemistry calculation of a cluster of 5 separate species, C14H31F2N5O6S in total at a distorted geometry, from the Open Molecules 2025 dataset.

Structure (XYZ):
```
59
Properties=species:S:1:pos:R:3:forces:R:3:lowdin_charge:R:1
C -1.63231 1.41455 -3.35461 0.008 0.227 -0.180 0.08
C -2.30374 0.66904 -2.50608 -0.223 -0.294 0.051 -0.17
N -2.06689 0.69865 -1.07767 0.011 -0.176 0.194 -0.17
F -2.21940 2.02473 -0.63471 -0.070 -0.080 0.166 -0.04
S -0.51971 0.22734 -0.63614 0.998 0.327 -0.726 0.59
O 0.33502 1.34923 -0.50135 -0.088 -0.011 0.271 -0.22
O -0.16512 -0.84926 -1.48876 -0.348 -0.242 0.303 -0.23
F -0.75033 -0.34728 0.77191 -0.350 0.091 -0.095 -0.10
H -0.78812 2.02143 -3.05338 -0.103 0.138 0.021 0.08
H -1.96223 1.44680 -4.38324 0.209 -0.096 -0.077 0.08
H -3.10310 0.00099 -2.79683 -0.142 0.127 0.101 0.10
C -5.49833 -3.42703 -3.20008 -0.024 0.046 -0.035 -0.01
C -5.56438 -2.12146 -2.44159 0.013 -0.010 0.061 -0.56
O -5.81617 -1.06387 -2.99520 0.082 0.045 -0.062 0.02
N -5.32571 -2.16128 -1.10368 0.037 -0.076 -0.008 0.01
C -5.00637 -3.31179 -0.28056 -0.024 0.210 0.031 -0.08
H -5.71005 -3.22060 -4.24397 -0.009 0.038 -0.008 0.08
H -4.50711 -3.87469 -3.12088 -0.019 -0.049 0.028 0.08
H -6.23610 -4.13535 -2.82226 0.041 -0.042 0.017 0.08
H -5.38671 -1.25973 -0.65692 -0.001 0.008 0.012 0.14
H -5.75844 -3.44657 0.49825 -0.004 -0.060 -0.008 0.08
H -4.03529 -3.18186 0.19984 0.018 -0.052 -0.012 0.08
H -4.97322 -4.21085 -0.88600 0.002 -0.022 -0.009 0.07
C 4.24646 3.79032 1.59598 0.051 0.028 0.046 -0.01
C 4.59764 2.78081 2.66643 -0.012 0.014 -0.034 -0.56
O 5.45118 3.00140 3.50736 -0.001 0.022 0.024 0.03
N 3.91150 1.60530 2.65786 -0.096 0.057 -0.030 0.01
C 2.86396 1.18376 1.74319 -0.003 -0.140 0.261 -0.08
H 4.87283 4.66463 1.73994 0.028 -0.005 0.032 0.08
H 4.42733 3.38259 0.60120 -0.060 0.004 -0.019 0.08
H 3.19880 4.08635 1.66558 -0.021 -0.029 -0.058 0.08
H 4.19025 0.97159 3.39039 0.032 -0.025 -0.014 0.14
H 1.94227 0.98452 2.29327 -0.104 -0.022 -0.161 0.06
H 3.14790 0.26831 1.22114 0.032 0.042 -0.072 0.09
H 2.65609 1.95347 1.00911 0.003 0.007 -0.018 0.07
C -1.71140 3.37992 3.87382 -0.015 -0.045 -0.030 -0.01
C -0.53618 2.45122 3.67121 -0.038 0.033 -0.013 -0.54
O -0.66064 1.37371 3.11015 0.097 0.003 0.022 0.02
N 0.67070 2.86483 4.13907 -0.020 0.034 0.001 0.02
C 0.99502 4.10391 4.82064 0.103 -0.172 -0.063 -0.07
H -2.59094 2.90850 3.44791 0.010 -0.037 -0.021 0.08
H -1.88497 3.56303 4.93459 0.008 0.058 -0.002 0.08
H -1.54407 4.33463 3.37451 -0.006 0.033 0.045 0.08
H 1.41945 2.20873 3.98149 0.030 0.017 0.023 0.11
H 1.74131 4.66668 4.25781 -0.014 0.048 0.011 0.08
H 1.39886 3.90011 5.81310 -0.025 0.043 0.024 0.09
H 0.10859 4.71895 4.92810 -0.020 0.018 0.004 0.07
C 3.90357 -3.12275 -3.98078 0.008 -0.043 -0.036 -0.01
C 3.18563 -4.36986 -3.51423 0.012 0.018 -0.016 -0.56
O 3.24049 -5.41603 -4.13717 0.004 -0.001 -0.009 0.03
N 2.46827 -4.27823 -2.36346 0.045 0.091 0.012 0.01
C 2.29022 -3.12388 -1.50023 -0.063 -0.345 0.012 -0.08
H 4.42322 -3.35933 -4.90342 -0.006 -0.039 -0.011 0.08
H 3.19685 -2.31347 -4.16731 0.022 0.035 0.039 0.08
H 4.63031 -2.79046 -3.23879 -0.023 0.051 0.008 0.08
H 2.01304 -5.13910 -2.10550 -0.010 -0.007 0.004 0.14
H 2.66931 -3.34228 -0.49936 0.030 0.089 0.006 0.08
H 1.23586 -2.86603 -1.42542 0.007 0.096 0.012 0.06
H 2.82511 -2.26699 -1.89425 0.002 0.023 -0.018 0.07
```
Positions in Å, forces in eV/Å.

## Properties
- spin multiplicity = 1
- total charge = 0

The following is a quantum chemistry calculation of the ion C14H31FN2O3P with charge +1, from the Open Molecules 2025 dataset.

Structure (XYZ):
```
52
Properties=species:S:1:pos:R:3:forces:R:3:lowdin_charge:R:1
C -3.63653 1.24055 -0.75712 0.014 0.065 0.035 -0.07
C -3.66309 -0.26130 -0.81311 -0.005 -0.152 -0.131 -0.23
O -2.32264 -0.75791 -1.13687 -0.005 -0.062 0.142 -0.22
P -1.87465 -2.11852 -0.44951 0.056 0.223 -0.065 0.47
O -2.88188 -3.16648 -0.29073 0.080 0.013 0.088 -0.23
C -0.44833 -2.60663 -1.44715 0.002 -0.145 0.066 -0.18
C 0.34484 -1.47210 -2.09521 -0.013 0.176 -0.005 -0.17
C 1.14588 -0.70073 -1.04580 -0.034 -0.115 0.039 -0.25
C 2.39627 -1.48430 -0.66348 -0.001 -0.047 0.062 -0.14
N 3.29636 -0.74687 0.22331 -0.146 0.054 -0.004 -0.02
C 2.75260 0.49809 0.72923 0.065 0.024 0.039 -0.17
C 2.34128 1.43860 -0.40037 0.037 -0.026 0.088 -0.20
C 1.56596 2.62518 0.16476 0.010 0.052 0.034 -0.09
C 0.20460 2.36199 0.82247 -0.104 -0.060 -0.053 -0.37
C 0.09174 2.89348 2.23372 -0.061 0.017 -0.073 -0.02
F -0.77257 2.99634 0.02498 0.158 -0.125 0.146 -0.04
N 1.63421 0.65338 -1.52965 -0.118 0.007 -0.078 -0.02
C 0.59952 1.45225 -2.26164 0.054 -0.076 -0.010 0.04
O -1.25940 -1.55593 0.92571 0.067 -0.024 -0.037 -0.24
C -0.92595 -2.49595 1.97711 -0.055 0.007 -0.016 -0.26
C -0.70642 -1.71623 3.25039 -0.042 0.033 -0.027 -0.06
H -3.06252 1.59083 0.10045 0.048 0.032 -0.051 0.07
H -4.65689 1.61384 -0.65665 0.029 -0.005 -0.003 0.09
H -3.21098 1.66198 -1.66962 -0.023 -0.015 0.028 0.08
H -4.32015 -0.63435 -1.59788 -0.026 0.028 0.063 0.13
H -3.97802 -0.69361 0.13749 -0.038 0.014 -0.041 0.12
H 0.19427 -3.20189 -0.79131 -0.118 -0.130 -0.091 0.09
H -0.83912 -3.28582 -2.20716 0.051 0.044 0.005 0.11
H 1.02879 -1.88385 -2.84418 -0.033 0.039 0.000 0.13
H -0.36722 -0.82765 -2.60605 0.044 0.002 0.004 0.10
H 0.50572 -0.50281 -0.18285 0.096 0.061 -0.067 0.13
H 2.92498 -1.73550 -1.59318 -0.020 -0.023 0.042 0.13
H 2.08889 -2.43259 -0.21671 -0.029 0.049 -0.034 0.13
H 3.57655 -1.33267 0.99800 0.182 0.050 -0.089 0.12
H 3.54694 1.02115 1.26597 -0.077 -0.037 0.068 0.14
H 1.92140 0.36998 1.44023 -0.036 -0.009 -0.101 0.12
H 3.24735 1.82535 -0.87052 -0.048 -0.059 -0.060 0.16
H 2.24680 3.05555 0.90562 -0.042 -0.008 -0.030 0.14
H 1.42151 3.40581 -0.58187 0.021 -0.004 0.033 0.13
H -0.05274 1.29495 0.80896 -0.046 0.103 -0.010 0.12
H 0.66134 2.26420 2.92172 0.032 0.048 -0.053 0.09
H 0.46834 3.91586 2.29635 -0.027 -0.030 -0.006 0.09
H -0.95161 2.88419 2.54784 0.034 -0.026 0.005 0.09
H 2.36229 0.44211 -2.21420 0.048 0.028 0.080 0.18
H 0.98271 2.45635 -2.41534 -0.058 -0.017 0.005 0.11
H 0.41963 0.98922 -3.22664 0.017 0.001 0.013 0.11
H -0.31938 1.46958 -1.68070 0.047 0.075 -0.004 0.10
H -1.74530 -3.21027 2.06889 0.064 0.005 0.032 0.12
H -0.01765 -3.03523 1.68371 -0.065 -0.019 0.028 0.11
H -0.46838 -2.39606 4.06937 -0.007 0.028 -0.027 0.09
H 0.11750 -1.00713 3.13947 -0.006 -0.030 0.002 0.06
H -1.60687 -1.15840 3.50972 0.030 -0.037 0.022 0.09
```
Positions in Å, forces in eV/Å.

## Properties
- spin multiplicity = 1
- total charge = +1

Values of lowest unoccupied orbital energy, in order: 2.5795; 0.2510; -2.5905, all in eV.
Values of highest occupied orbital energy, in order: -1.3; -9.4; -12.9, all in eV.